Entry 1:
Density functional theory data (wB97M-V/def2-TZVPD) for one molecule with the formula C18H18ClN3O3 at a distorted geometry.

Each line ends with the Löwdin charge.
CARTESIAN COORDINATES (ANGSTROEM)
O  -0.917  1.870  2.576  0.0900
C  -0.219  1.608  1.619  -0.4163
N  -0.553  0.768  0.609  0.1386
C  -1.761  0.086  0.393  -0.1500
C  -2.927  0.398  1.076  -0.0053
C  -4.115  -0.225  0.739  -0.0827
C  -4.144  -1.141  -0.295  -0.0886
C  -2.978  -1.480  -0.961  -0.0207
C  -1.762  -0.904  -0.611  -0.1767
N  -0.537  -1.198  -1.238  -0.1215
C  -0.537  -1.675  -2.608  -0.1709
C  -0.612  -3.199  -2.766  -0.1822
C  0.468  -3.867  -1.922  -0.2055
C  0.339  -3.393  -0.479  -0.1718
C  0.469  -1.868  -0.426  -0.1812
C  1.143  2.225  1.462  -0.1035
C  2.222  1.581  0.859  -0.0053
C  3.456  2.196  0.783  -0.0811
C  3.646  3.481  1.284  -0.5703
Cl  5.206  4.189  1.176  0.7651
C  2.569  4.125  1.899  -0.1428
N  2.672  5.462  2.448  -0.3686
O  3.478  6.217  1.958  0.0455
O  1.922  5.737  3.356  0.0963
C  1.340  3.488  2.002  0.0761
H  0.094  0.653  -0.161  0.1255
H  -2.897  1.140  1.857  0.1027
H  -5.019  0.024  1.273  0.1030
H  -5.074  -1.610  -0.581  0.1016
H  -3.023  -2.206  -1.756  0.0974
H  -1.358  -1.191  -3.140  0.1250
H  0.405  -1.330  -3.056  0.1242
H  -0.486  -3.451  -3.821  0.1118
H  -1.587  -3.567  -2.447  0.0978
H  0.372  -4.953  -1.977  0.1093
H  1.456  -3.597  -2.306  0.1121
H  1.113  -3.843  0.146  0.1118
H  -0.635  -3.682  -0.079  0.1191
H  0.381  -1.532  0.609  0.1201
H  1.457  -1.584  -0.812  0.1212
H  2.119  0.578  0.472  0.1052
H  4.294  1.686  0.334  0.1089
H  0.524  3.985  2.508  0.1366

Cartesian forces (eV/Å) of the 3 atoms listed first:
-0.1 0.1 0.1
0.2 0.0 -0.1
0.1 -0.2 -0.3

E_HOMO in eV: -8.2
Electronic energy in Ha: -1546.8279
Kohn-Sham gap in eV: 7.596
Largest force on an atom in hartree/bohr: 0.022
Total charge: 0


Entry 2:
Density functional theory data (wB97M-V/def2-TZVPD) for C42H34N2O4S5SiTa as an isolated structure.

Each line ends with the Löwdin charge.
CARTESIAN COORDINATES (ANGSTROEM)
Ta  -0.795  1.319  1.540  1.1130
O  0.710  3.077  0.694  -0.1283
C  1.836  2.633  -0.120  -0.2871
C  2.055  1.207  0.373  -0.5047
O  3.063  0.566  0.308  0.1480
O  0.910  0.725  0.856  -0.3225
C  1.420  2.475  -1.585  -0.1593
C  2.261  1.784  -2.452  -0.0097
C  1.887  1.585  -3.771  -0.0532
C  0.677  2.080  -4.238  -0.0658
C  -0.152  2.786  -3.381  -0.0655
C  0.217  2.982  -2.057  -0.0393
C  2.992  3.579  0.105  -0.1414
C  3.145  4.672  -0.745  -0.0087
C  4.124  5.622  -0.491  -0.0562
C  4.959  5.481  0.607  -0.0649
C  4.812  4.391  1.454  -0.0574
C  3.830  3.445  1.207  -0.0111
H  0.626  4.038  0.623  0.0748
H  3.204  1.391  -2.092  0.1289
H  2.543  1.039  -4.435  0.1123
H  0.386  1.920  -5.268  0.1100
H  -1.091  3.190  -3.739  0.1111
H  -0.445  3.527  -1.399  0.0664
H  2.510  4.773  -1.616  0.1232
H  4.239  6.466  -1.158  0.1114
H  5.726  6.218  0.802  0.1108
H  5.465  4.276  2.309  0.1106
H  3.730  2.595  1.869  0.1169
O  -0.666  6.820  2.858  0.0077
C  -1.035  5.720  2.601  -0.9612
S  -1.213  4.421  3.806  1.0196
C  -1.891  3.230  2.715  -1.1788
C  -2.013  3.580  1.382  -1.1199
S  -2.481  2.413  0.199  0.6961
S  -1.537  5.211  0.957  1.0268
S  -2.338  1.681  3.377  0.5690
C  -5.843  0.804  -2.257  -0.0696
C  -5.914  0.031  -1.108  -0.0666
C  -4.751  -0.384  -0.475  -0.0839
C  -3.494  -0.036  -0.974  -0.3746
C  -3.445  0.750  -2.133  -0.1863
C  -4.604  1.163  -2.771  -0.0726
Si  -1.937  -0.591  -0.081  0.6886
C  -0.698  -1.185  -1.387  -0.2679
C  -1.130  -1.467  -2.689  -0.0902
C  -0.271  -2.006  -3.638  -0.0687
C  1.047  -2.284  -3.309  -0.0762
C  1.493  -2.038  -2.018  -0.0813
C  0.628  -1.503  -1.075  -0.1289
C  -2.435  -2.122  0.911  -0.3164
C  -3.048  -2.058  2.168  -0.1498
C  -3.433  -3.207  2.845  -0.0705
C  -3.210  -4.454  2.273  -0.0726
C  -2.623  -4.542  1.019  -0.0737
C  -2.246  -3.387  0.345  -0.1035
H  -6.749  1.125  -2.754  0.1082
H  -6.878  -0.255  -0.705  0.1084
H  -4.830  -0.996  0.416  0.0964
H  -2.485  1.051  -2.542  0.0869
H  -4.541  1.766  -3.668  0.1080
H  -2.158  -1.282  -2.971  0.0960
H  -0.637  -2.211  -4.636  0.1086
H  1.719  -2.698  -4.050  0.1074
H  2.517  -2.259  -1.741  0.1116
H  1.008  -1.335  -0.077  0.0700
H  -3.224  -1.095  2.633  0.0701
H  -3.902  -3.131  3.818  0.1107
H  -3.499  -5.352  2.802  0.1088
H  -2.454  -5.510  0.566  0.1105
H  -1.784  -3.472  -0.632  0.1004
N  2.206  -1.388  2.555  0.1788
C  0.909  -1.624  2.639  -0.7378
S  -0.144  -0.385  3.302  0.6301
N  0.430  -2.816  2.346  0.1098
C  1.259  -3.939  1.992  -0.2372
C  2.080  -4.498  2.962  -0.0237
C  2.879  -5.581  2.632  -0.0602
C  2.847  -6.103  1.346  -0.0646
C  2.020  -5.538  0.386  -0.0537
C  1.223  -4.447  0.702  -0.0116
H  2.530  -0.446  2.685  0.1044
H  2.831  -2.054  2.125  0.1323
H  -0.578  -2.923  2.341  0.1148
H  2.082  -4.095  3.968  0.1253
H  3.518  -6.024  3.384  0.1127
H  3.467  -6.952  1.092  0.1120
H  1.995  -5.942  -0.618  0.1136
H  0.588  -3.989  -0.041  0.0960

Cartesian forces (eV/Å) of the 3 atoms listed first:
-0.3 0.6 -0.1
-0.1 -0.3 0.1
0.0 0.0 -0.1

E_HOMO in eV: -11.1
Electronic energy in Ha: -4368.7951
Kohn-Sham gap in eV: 7.594
Largest force on an atom in hartree/bohr: 0.018
Total charge: +1


Entry 3:
Density functional theory data (wB97M-V/def2-TZVPD) for a 12-piece molecular cluster, C58H136N12O15 overall at a distorted geometry.

Each line ends with the Löwdin charge.
CARTESIAN COORDINATES (ANGSTROEM)
C  -24.896  5.136  -9.541  0.0176
C  -25.312  3.681  -9.193  -0.5094
O  -24.710  3.062  -8.345  0.0240
N  -26.233  2.976  -9.942  0.0157
H  -26.458  2.111  -9.438  0.1387
H  -30.793  0.064  -11.913  0.1250
C  -27.363  3.404  -10.761  -0.0946
H  -25.447  5.482  -10.366  0.0301
H  -23.826  5.141  -9.763  0.0790
H  -24.873  5.837  -8.687  0.0885
H  -27.637  2.509  -11.382  0.0876
H  -27.135  4.157  -11.513  0.0608
H  -28.250  3.751  -10.304  0.0538
C  -22.955  1.069  -5.703  -0.1038
C  -23.531  1.212  -4.311  -0.2420
C  -23.280  2.528  -3.584  -0.1982
C  -22.355  2.236  -2.511  -0.1760
N  -22.059  3.463  -1.684  -0.2595
C  -21.586  4.708  -2.394  -0.0986
C  -20.837  5.501  -1.353  -0.1121
C  -20.331  4.435  -0.345  -0.1313
C  -20.857  3.083  -0.822  -0.0790
C  -23.223  3.724  -0.775  0.0431
H  -23.170  0.116  -6.202  0.0817
H  -21.828  1.102  -5.635  0.0915
H  -23.341  1.823  -6.390  0.0585
H  -23.137  0.380  -3.739  0.1048
H  -24.597  0.978  -4.464  0.1209
H  -24.121  3.037  -3.200  0.1018
H  -22.819  3.340  -4.176  0.1306
H  -21.470  1.884  -3.044  0.1462
H  -22.618  1.474  -1.756  0.1527
H  -22.345  5.285  -2.866  0.1285
H  -20.955  4.277  -3.175  0.1468
H  -21.583  6.072  -0.755  0.1283
H  -20.122  6.212  -1.681  0.1154
H  -20.683  4.646  0.635  0.1032
H  -19.289  4.462  -0.172  0.1100
H  -21.197  2.401  -0.054  0.1406
H  -20.085  2.580  -1.424  0.1457
H  -23.624  2.783  -0.464  0.1094
H  -23.947  4.365  -1.327  0.1299
H  -22.933  4.292  0.072  0.0953
C  -37.319  -7.697  -12.749  -0.0895
C  -37.050  -6.990  -14.030  -0.2906
C  -35.601  -7.031  -14.480  -0.1856
C  -35.400  -6.302  -15.813  -0.1134
N  -34.544  -5.067  -15.691  -0.2267
C  -35.036  -4.072  -14.621  -0.0372
C  -35.625  -2.858  -15.459  -0.0961
C  -35.668  -3.370  -16.918  -0.1403
C  -34.476  -4.263  -17.001  -0.0978
C  -33.147  -5.583  -15.409  0.0092
H  -36.972  -8.709  -12.760  0.0773
H  -38.383  -7.589  -12.522  0.0942
H  -36.728  -7.319  -11.933  0.0689
H  -37.433  -5.986  -14.031  0.1016
H  -37.470  -7.512  -14.871  0.1154
H  -35.362  -8.134  -14.494  0.1526
H  -35.063  -6.423  -13.734  0.1007
H  -36.352  -5.924  -16.177  0.1274
H  -35.048  -6.949  -16.601  0.1352
H  -34.138  -3.749  -14.099  0.0968
H  -35.856  -4.454  -14.025  0.1122
H  -35.114  -1.928  -15.314  0.0991
H  -36.593  -2.725  -14.965  0.1152
H  -35.592  -2.625  -17.737  0.1384
H  -36.538  -3.960  -17.114  0.1040
H  -33.590  -3.666  -16.954  0.1143
H  -34.293  -4.989  -17.844  0.1664
H  -32.862  -6.346  -16.112  0.1109
H  -33.036  -6.091  -14.482  0.0920
H  -32.416  -4.825  -15.415  0.0587
C  -29.675  13.232  -14.645  -0.0577
C  -30.111  11.751  -15.285  -0.2117
C  -30.498  10.818  -14.168  -0.2357
C  -30.830  9.432  -14.721  -0.1620
N  -31.016  8.385  -13.726  -0.2536
C  -29.727  7.739  -13.238  -0.0900
C  -29.865  6.258  -13.412  -0.1336
C  -31.341  6.004  -13.753  -0.1477
C  -31.776  7.282  -14.401  -0.1129
C  -31.724  8.852  -12.451  0.0530
H  -30.382  13.503  -13.781  0.0933
H  -29.653  14.036  -15.395  0.0677
H  -28.685  13.157  -14.284  0.0368
H  -29.271  11.337  -15.859  0.1054
H  -30.950  11.939  -16.004  0.1194
H  -31.281  11.220  -13.525  0.1137
H  -29.611  10.657  -13.499  0.1374
H  -30.026  9.180  -15.449  0.1590
H  -31.762  9.548  -15.252  0.1372
H  -29.627  8.051  -12.227  0.1180
H  -28.848  8.140  -13.760  0.1461
H  -29.565  5.728  -12.531  0.1090
H  -29.177  5.948  -14.245  0.1335
H  -31.881  5.894  -12.843  0.0992
H  -31.522  5.135  -14.374  0.1105
H  -32.820  7.491  -14.284  0.1341
H  -31.576  7.330  -15.472  0.1421
H  -31.836  7.982  -11.767  0.1306
H  -32.673  9.285  -12.704  0.1096
H  -31.084  9.640  -12.053  0.1028
C  -31.469  -1.022  -4.440  -0.1096
C  -32.477  -1.536  -5.426  -0.2801
C  -31.903  -1.847  -6.806  -0.1981
C  -32.885  -2.678  -7.597  -0.1277
N  -32.284  -3.183  -8.926  -0.2343
C  -33.386  -3.895  -9.740  -0.1034
C  -32.632  -4.914  -10.547  -0.1282
C  -31.572  -5.409  -9.481  -0.1091
C  -31.223  -4.214  -8.649  -0.1031
C  -31.798  -1.956  -9.727  0.0325
H  -30.841  -1.883  -4.132  0.0935
H  -31.903  -0.640  -3.530  0.0725
H  -31.007  -0.181  -4.967  0.0837
H  -33.337  -0.754  -5.495  0.1472
H  -33.018  -2.403  -5.029  0.1099
H  -30.949  -2.404  -6.736  0.1299
H  -31.705  -0.979  -7.388  0.1003
H  -33.729  -2.061  -7.915  0.1394
H  -33.205  -3.600  -7.087  0.1430
H  -33.947  -3.093  -10.218  0.1339
H  -34.066  -4.388  -9.063  0.1301
H  -32.177  -4.463  -11.461  0.0941
H  -33.214  -5.771  -10.841  0.1092
H  -30.693  -5.759  -10.029  0.1227
H  -32.084  -6.083  -8.823  0.1148
H  -30.330  -3.746  -9.030  0.0992
H  -31.179  -4.344  -7.523  0.1564
H  -31.960  -2.236  -10.776  0.0869
H  -30.711  -1.744  -9.704  0.0953
H  -32.407  -1.117  -9.425  0.0967
C  -21.857  8.663  -19.095  -0.1028
C  -22.709  7.388  -18.914  -0.2469
C  -22.218  6.422  -17.847  -0.1996
C  -21.990  7.065  -16.497  -0.1318
N  -21.345  6.206  -15.456  -0.2524
C  -21.976  4.791  -15.284  -0.1055
C  -21.648  4.377  -13.876  -0.1325
C  -21.452  5.733  -13.061  -0.1131
C  -21.569  6.826  -14.083  -0.1136
C  -19.896  5.890  -15.751  0.0343
H  -21.815  9.436  -18.307  0.0759
H  -22.112  9.167  -20.010  0.0662
H  -20.819  8.309  -19.254  0.0866
H  -22.623  6.825  -19.856  0.1106
H  -23.809  7.588  -18.888  0.1189
H  -21.339  5.972  -18.298  0.1156
H  -22.927  5.645  -17.625  0.1049
H  -22.983  7.259  -16.060  0.1188
H  -21.363  7.977  -16.621  0.1399
H  -21.709  4.109  -16.132  0.1491
H  -23.033  5.060  -15.315  0.1007
H  -20.794  3.783  -13.796  0.0821
H  -22.473  3.700  -13.563  0.1254
H  -20.467  5.854  -12.545  0.1259
H  -22.210  5.796  -12.293  0.0934
H  -20.931  7.710  -14.090  0.1400
H  -22.563  7.289  -14.108  0.1150
H  -19.945  5.222  -16.597  0.0907
H  -19.399  5.395  -14.908  0.1139
H  -19.360  6.817  -16.028  0.1209
C  -27.000  -5.684  -14.795  -0.0002
N  -27.421  -4.947  -13.626  -0.3562
C  -27.071  -3.458  -13.753  0.0192
C  -28.902  -5.045  -13.395  0.0159
C  -26.753  -5.447  -12.421  -0.1465
C  -25.329  -5.097  -12.180  -0.2356
O  -25.007  -3.754  -11.909  -0.0753
H  -26.405  -5.033  -15.474  0.1262
H  -27.900  -6.016  -15.275  0.0921
H  -26.460  -6.616  -14.493  0.1301
H  -26.031  -3.140  -13.553  0.1095
H  -27.725  -2.949  -12.999  0.0888
H  -27.445  -3.105  -14.740  0.1033
H  -29.399  -4.523  -14.196  0.0901
H  -29.124  -4.666  -12.430  0.0636
H  -29.022  -6.135  -13.477  0.1191
H  -26.968  -6.500  -12.504  0.1382
H  -27.254  -4.958  -11.559  0.1178
H  -24.625  -5.482  -12.913  0.1285
H  -25.045  -5.692  -11.311  0.1379
H  -25.522  -3.515  -11.128  0.0238
C  -28.817  1.732  -17.439  0.0221
N  -29.874  0.874  -16.837  -0.3471
C  -30.186  -0.141  -17.930  0.0450
C  -29.381  0.126  -15.680  -0.0068
C  -31.031  1.706  -16.520  -0.1565
C  -32.386  1.087  -16.318  -0.2544
O  -32.884  0.527  -17.498  -0.0359
H  -28.428  2.448  -16.703  0.1261
H  -29.285  2.268  -18.248  0.1135
H  -28.010  1.125  -17.710  0.0946
H  -29.230  -0.569  -18.139  0.1000
H  -30.576  0.327  -18.817  0.1189
H  -30.812  -0.898  -17.484  0.0977
H  -28.635  -0.600  -16.015  0.1160
H  -30.184  -0.495  -15.214  0.0794
H  -28.897  0.728  -14.924  0.1148
H  -31.151  2.418  -17.328  0.1354
H  -30.832  2.402  -15.686  0.1350
H  -33.024  1.928  -15.842  0.1615
H  -32.361  0.376  -15.463  0.1043
H  -33.584  1.050  -17.879  0.1027
N  -25.232  5.999  -13.800  -0.6272
O  -24.622  5.249  -13.026  -0.0385
O  -24.654  6.514  -14.752  -0.0505
O  -26.395  6.263  -13.496  -0.0530
N  -31.350  1.874  -12.591  -0.4238
O  -30.848  0.994  -11.617  0.1036
O  -31.357  3.015  -12.229  0.1473
O  -31.591  1.339  -13.616  0.0923
N  -31.224  -2.676  -14.184  -0.5999
O  -31.352  -2.487  -15.369  -0.0119
O  -30.138  -2.326  -13.658  -0.0668
O  -32.040  -3.242  -13.401  -0.0670
N  -27.742  -2.834  -10.007  -0.5721
O  -28.348  -2.061  -9.272  -0.0040
O  -26.537  -3.060  -9.903  0.0096
O  -28.368  -3.388  -10.937  -0.0919

Cartesian forces (eV/Å) of the 3 atoms listed first:
0.5 -1.0 1.1
0.6 0.8 -0.5
0.3 -0.1 0.9

E_HOMO in eV: -13.8
Electronic energy in Ha: -4075.3498
Kohn-Sham gap in eV: 7.261
Largest force on an atom in hartree/bohr: 0.081
Total charge: +4


Number 2 is which compound? C42H34N2O4S5SiTa